C20H21BBaN6 as an isolated structure, computed with wB97M-V/def2-TZVPD.

The spin multiplicity is 1. Its charge is +2. The value obtained for the energy is -1153.0004 a.u. Its lowest unoccupied orbital energy (spin up / spin down) is -9.3 / -11.2 eV. The HOMO energy (spin up / spin down) is -13.3 / -13.2 eV.

Last column: Löwdin charge in e.
Atoms and positions in Å:
C 3.310 0.340 -0.306  -0.1712
N 2.012 0.392 -0.703  -0.2397
N 1.974 0.140 -2.069  -0.0141
C 3.234 -0.081 -2.486  -0.0382
C 4.106 0.031 -1.409  -0.0411
B 0.607 0.185 -2.866  -0.4696
N -0.448 -0.962 -2.618  -0.0351
N -1.121 -1.082 -1.407  -0.1475
C -2.024 -2.084 -1.558  -0.1513
C -1.865 -2.672 -2.818  -0.0474
C -0.873 -1.936 -3.448  -0.0539
Ba 0.145 -0.259 0.888  1.9492
N -0.096 1.529 -2.509  -0.0455
N -0.503 1.742 -1.211  -0.0711
C -1.069 2.962 -1.179  -0.1585
C -1.024 3.536 -2.458  -0.0520
C -0.401 2.596 -3.268  -0.0501
H -1.480 3.399 -0.283  0.0914
H -0.164 2.631 -4.309  0.1261
H -1.391 4.491 -2.742  0.0920
H 0.883 0.174 -4.023  0.1198
H -0.457 -2.075 -4.420  0.1266
H 3.456 -0.303 -3.503  0.1301
H -2.382 -3.523 -3.191  0.0981
H 5.158 -0.099 -1.391  0.0989
H -2.704 -2.418 -0.788  0.0999
H 3.633 0.469 0.721  0.0874
H -2.203 -0.728 1.837  -0.0472
C -2.081 -1.548 2.564  -0.0952
H -2.865 -2.262 2.286  0.0610
H -1.101 -2.063 2.552  0.0061
H -2.241 -1.130 3.564  0.0448
C 2.670 2.120 5.495  0.0481
C 2.954 1.572 4.223  0.0178
C 1.918 1.306 3.340  0.0298
C 0.553 1.598 3.703  -0.1672
C -0.560 1.424 2.894  -0.0943
C -1.866 1.590 3.220  -0.0471
C -2.152 2.107 4.527  0.0382
C -1.096 2.381 5.383  0.0706
C 0.266 2.140 5.030  -0.1162
C 1.359 2.393 5.883  0.0892
H 3.489 2.331 6.179  0.1436
H 3.992 1.370 3.939  0.1431
H 2.148 0.898 2.338  0.0586
H -2.683 1.329 2.540  0.1356
H -3.193 2.260 4.819  0.1452
H -1.290 2.784 6.379  0.1490
H 1.141 2.814 6.867  0.1534


C35H31N2O3PdSb as an isolated structure, computed with wB97M-V/def2-TZVPD.

The spin multiplicity is 3. Its charge is 0. The value obtained for the energy is -2055.6049 a.u. Its lowest unoccupied orbital energy (spin up / spin down) is 0.3 / -2.0 eV. The HOMO energy (spin up / spin down) is -7.1 / -7.7 eV. Its expectation value of S² is 2.047.

Last column: Mulliken spin population.
Atoms and positions in Å:
Pd 0.068 -1.149 -0.179  0.8159
O 1.543 -2.210 1.059  0.1931
C 1.330 -3.420 1.374  0.1200
C 1.793 -3.871 2.652  0.0365
C 1.672 -5.169 3.049  0.0012
C 1.072 -6.126 2.201  0.0982
C 0.598 -5.742 0.980  -0.0528
C 0.685 -4.406 0.520  0.0991
C 0.093 -4.143 -0.740  0.0192
N 0.000 -2.974 -1.314  0.1731
N -0.625 -2.895 -2.469  0.2515
C -1.056 -1.677 -2.812  0.0017
O -1.090 -0.666 -2.057  0.1608
C -1.586 -1.538 -4.194  -0.0030
C -1.736 -0.257 -4.721  0.0065
C -2.260 -0.082 -5.990  -0.0032
C -2.649 -1.185 -6.738  0.0095
C -2.489 -2.463 -6.221  -0.0052
C -1.954 -2.643 -4.956  0.0179
H 2.258 -3.129 3.288  -0.0017
H 2.045 -5.469 4.021  0.0019
H 0.981 -7.155 2.522  0.0057
H 0.130 -6.477 0.336  -0.0039
H -0.349 -4.999 -1.255  -0.0024
H -1.433 0.591 -4.121  -0.0013
H -2.364 0.914 -6.401  0.0000
H -3.082 -1.048 -7.721  0.0005
H -2.780 -3.322 -6.813  -0.0002
H -1.820 -3.634 -4.546  0.0020
C -1.139 -0.717 2.962  -0.0071
C -2.206 -1.202 2.021  0.0019
C -3.636 -0.957 2.427  0.0005
O -1.949 -1.772 0.977  0.0054
H -1.381 -1.000 3.989  -0.0011
H -1.110 0.375 2.910  0.0032
H -0.163 -1.112 2.681  -0.0023
H -3.717 -0.166 3.170  0.0002
H -4.031 -1.884 2.851  -0.0001
H -4.231 -0.719 1.547  -0.0004
C 3.134 4.483 -2.736  0.0016
C 1.832 4.740 -2.332  0.0003
C 1.166 3.843 -1.508  0.0018
C 1.803 2.685 -1.078  0.0222
C 3.102 2.421 -1.502  -0.0080
C 3.768 3.320 -2.322  0.0012
Sb 0.800 1.262 0.180  0.0411
C 1.988 1.514 1.953  -0.0050
C 1.488 2.029 3.145  0.0029
C 2.291 2.085 4.277  -0.0001
C 3.596 1.619 4.230  0.0009
C 4.094 1.083 3.051  0.0003
C 3.291 1.024 1.923  0.0069
C -0.905 2.455 0.697  -0.0039
C -2.162 1.919 0.431  -0.0006
C -3.310 2.620 0.778  0.0011
C -3.205 3.861 1.390  -0.0002
C -1.954 4.409 1.641  -0.0002
C -0.807 3.712 1.291  -0.0027
H 3.652 5.184 -3.377  0.0001
H 1.333 5.642 -2.664  -0.0001
H 0.148 4.052 -1.202  -0.0003
H 3.602 1.508 -1.199  0.0005
H 4.780 3.112 -2.645  0.0000
H 0.468 2.387 3.201  0.0003
H 1.892 2.493 5.198  -0.0001
H 4.220 1.664 5.114  0.0001
H 5.106 0.699 3.014  0.0000
H 3.680 0.575 1.015  0.0010
H -2.238 0.956 -0.066  -0.0027
H -4.286 2.203 0.566  -0.0001
H -4.099 4.407 1.665  0.0000
H -1.872 5.384 2.107  -0.0002
H 0.169 4.149 1.472  0.0007


A 2-piece molecular cluster, C3H5N2 overall, computed with wB97M-V/def2-TZVPD.

The spin multiplicity is 1. Its charge is +1. The value obtained for the energy is -226.3222 a.u. Its lowest unoccupied orbital energy (spin up / spin down) is -7.0 / -7.0 eV. The HOMO energy (spin up / spin down) is -14.5 / -14.5 eV.

Last column: natural (NBO) charge in e.
Atoms and positions in Å:
C -1.108 1.020 -0.595  0.2310
C 1.972 -0.411 0.058  0.0466
C -2.473 -0.743 0.443  0.3694
N -1.760 0.118 -0.016  -0.3579
N 1.128 0.550 0.107  -0.5950
H 1.531 -1.457 -0.168  0.1866
H 3.051 -0.477 0.125  0.2170
H -2.872 -1.047 1.307  0.2424
H -0.751 0.945 -1.635  0.2595
H 1.284 1.503 0.373  0.4005